Formula: C47H48Br2N6O4Sn
Source: the OMol25 dataset
Level of theory: wB97M-V/def2-TZVPD

Geometry as XYZ:
```
108
Properties=species:S:1:pos:R:3:mulliken_charge:R:1
Sn 0.204 -0.268 0.820 2.28
C 0.016 -4.042 -1.010 -0.72
O 0.906 -2.984 -0.695 -0.01
C 1.985 -2.801 -1.502 0.49
C 2.158 -3.483 -2.701 -0.72
C 3.306 -3.279 -3.455 -0.72
C 4.287 -2.406 -3.012 -0.98
C 4.111 -1.729 -1.816 -0.24
C 2.962 -1.900 -1.056 0.40
N 2.707 -1.198 0.168 0.68
N 3.698 -0.570 0.593 -0.82
C 3.586 0.096 1.807 0.20
C 2.613 -0.191 2.797 -0.13
O 1.487 -0.791 2.610 -0.82
C 2.917 0.242 4.145 -0.83
C 3.945 1.072 4.419 -0.86
C 4.829 1.530 3.391 1.07
C 5.849 2.466 3.650 -1.02
C 6.700 2.877 2.657 -0.61
C 6.557 2.340 1.365 -0.86
C 5.569 1.429 1.089 -0.65
C 4.669 1.005 2.094 1.19
H 0.552 -4.991 -1.075 0.58
H -0.508 -3.854 -1.951 0.36
H -0.705 -4.080 -0.200 -0.35
H 1.409 -4.181 -3.045 0.41
H 3.431 -3.815 -4.387 0.40
H 5.187 -2.256 -3.593 0.41
H 4.866 -1.050 -1.443 0.43
H 2.231 -0.086 4.916 0.54
H 4.114 1.414 5.435 0.41
H 5.952 2.857 4.657 0.41
H 7.478 3.599 2.865 0.40
H 7.236 2.649 0.580 0.41
H 5.465 1.013 0.096 0.36
Br -6.470 1.525 1.267 -0.18
C -4.671 0.911 1.298 -0.10
C -4.345 -0.168 0.585 -1.83
C -2.926 -0.686 0.553 0.42
N -2.017 0.180 1.289 0.79
C -2.443 1.228 1.998 -0.24
C -3.731 1.679 2.057 -1.07
C -1.339 1.955 2.683 0.45
C -1.577 2.859 3.712 -0.84
C -0.496 3.504 4.275 -0.30
Br -0.771 4.734 5.678 -0.18
C 0.788 3.248 3.828 -1.34
C 0.932 2.306 2.829 -0.70
N -0.097 1.660 2.276 0.69
H -5.095 -0.705 0.020 0.37
H -2.461 -1.789 -1.141 0.47
H -4.023 2.570 2.585 0.40
H -2.582 3.037 4.061 0.54
H 1.650 3.742 4.250 0.58
H 1.914 2.060 2.456 1.12
N 3.337 4.476 -2.225 -0.63
C 3.145 3.041 -2.048 -0.23
C 2.421 2.762 -0.750 0.31
O 2.536 3.722 0.163 -0.50
O 1.833 1.729 -0.549 -0.67
H 4.097 4.677 -2.858 0.23
H 3.027 4.453 -0.270 0.43
H 2.502 4.913 -2.598 0.19
H 4.126 2.573 -1.934 0.32
H 2.619 2.522 -2.851 0.24
C -1.177 -4.056 3.915 -1.66
C -2.068 -3.736 2.743 0.11
C -2.834 -4.718 2.132 -0.82
C -3.652 -4.424 1.042 0.40
C -4.476 -5.501 0.385 -1.64
C -3.677 -3.123 0.559 -0.12
C -2.905 -2.118 1.141 0.74
C -2.121 -2.435 2.242 -0.52
N -2.335 -0.844 -0.800 0.75
C -2.470 0.105 -1.922 1.59
C -1.610 1.350 -1.653 -0.97
C -1.580 2.276 -2.870 0.58
C -0.974 1.518 -4.055 -1.49
C -1.832 0.286 -4.364 0.34
C -3.255 0.730 -4.713 -1.54
C -3.855 1.484 -3.523 0.41
C -3.003 2.720 -3.217 -1.54
C -3.891 0.574 -2.287 -1.66
C -1.877 -0.625 -3.135 -1.78
H -1.461 -4.997 4.384 0.40
H -1.221 -3.268 4.667 0.37
H -0.136 -4.139 3.596 0.26
H -2.810 -5.730 2.522 0.34
H -4.590 -6.366 1.037 0.37
H -4.006 -5.843 -0.540 0.29
H -5.471 -5.133 0.129 0.38
H -4.325 -2.890 -0.282 0.33
H -1.573 -1.650 2.748 0.51
H -0.590 1.031 -1.421 -0.36
H -2.002 1.879 -0.777 0.32
H -0.964 3.152 -2.640 0.37
H 0.050 1.210 -3.818 0.39
H -0.927 2.169 -4.935 0.59
H -1.398 -0.265 -5.202 0.35
H -3.871 -0.143 -4.952 0.53
H -3.243 1.372 -5.600 0.58
H -4.875 1.794 -3.760 0.26
H -3.438 3.273 -2.378 0.49
H -2.991 3.391 -4.082 0.58
H -4.524 -0.298 -2.486 0.25
H -4.335 1.118 -1.456 0.47
H -0.868 -0.966 -2.878 0.16
H -2.486 -1.513 -3.349 0.72
```

Results
Net charge: 0
HOMO, eV: -6.840
M, g mol⁻¹: 1039.46
Relative energy (zero: lowest compared OMol25 entry of this formula, charge and spin), kJ/mol: 66.9

Formula: C47H49BrCuO4PS
Source: the OMol25 dataset
Level of theory: wB97M-V/def2-TZVPD

Geometry as XYZ:
```
104
Properties=species:S:1:pos:R:3:mulliken_charge:R:1
Cu -0.212 0.410 -0.120 -0.46
O 1.217 2.355 3.118 -0.84
C 0.241 2.383 2.347 -0.75
O -0.217 1.312 1.682 1.40
C -0.597 3.594 2.176 0.18
C -0.250 4.752 2.907 -0.66
C -0.976 5.918 2.735 -0.66
C -2.057 5.936 1.844 -0.69
C -2.404 4.787 1.137 -0.25
C -1.687 3.583 1.315 0.67
P -2.236 2.130 0.376 1.62
C -2.355 3.003 -1.198 0.98
C -3.533 3.286 -1.915 -0.33
C -3.426 3.930 -3.164 -0.59
C -2.184 4.264 -3.715 -0.65
C -1.016 3.972 -2.994 -0.71
C -1.108 3.350 -1.741 -0.83
C -3.962 1.994 0.942 0.18
C -4.796 1.041 0.345 -0.54
C -6.062 0.753 0.880 -0.77
C -6.518 1.419 2.011 -0.75
C -5.701 2.377 2.609 -0.58
C -4.424 2.658 2.104 -0.82
H 0.598 4.683 3.574 0.54
H -0.725 6.812 3.296 0.38
H -2.618 6.850 1.682 0.43
H -3.270 4.813 0.482 0.44
H -4.510 3.033 -1.511 0.31
H -4.342 4.156 -3.697 0.41
H -2.123 4.738 -4.684 0.37
H -0.040 4.180 -3.402 0.45
H -0.205 3.113 -1.183 0.17
H -4.469 0.503 -0.532 0.33
H -6.660 -0.008 0.387 0.43
H -7.503 1.192 2.404 0.37
H -6.027 2.924 3.483 0.43
H -3.823 3.397 2.626 0.31
C 4.648 -5.713 0.067 -1.65
C 3.469 -5.364 -0.870 1.92
C 3.969 -5.246 -2.325 -1.65
C 2.442 -6.502 -0.800 -2.29
C 2.892 -4.018 -0.461 -0.39
C 1.544 -3.817 -0.148 -0.12
C 1.041 -2.564 0.175 0.14
Br -0.783 -2.387 0.569 -0.14
C 1.910 -1.443 0.187 -0.29
O 1.482 -0.231 0.427 0.09
C 3.316 -1.626 -0.066 -0.42
C 3.745 -2.893 -0.406 -0.07
C 4.234 -0.454 0.079 2.44
C 4.180 0.055 1.548 -1.62
C 3.859 0.718 -0.865 -1.63
C 5.703 -0.833 -0.228 -2.37
H 5.086 -6.674 -0.215 0.46
H 4.331 -5.797 1.108 0.35
H 5.440 -4.979 0.019 0.31
H 4.352 -6.209 -2.666 0.46
H 4.764 -4.512 -2.428 0.30
H 3.177 -4.965 -3.014 0.35
H 2.912 -7.448 -1.062 0.45
H 1.623 -6.355 -1.494 0.41
H 2.030 -6.625 0.192 0.43
H 0.862 -4.654 -0.166 0.48
H 4.784 -3.050 -0.643 0.39
H 3.202 0.446 1.807 0.18
H 4.912 0.836 1.706 0.49
H 4.424 -0.758 2.231 0.29
H 2.844 1.071 -0.683 -0.23
H 3.930 0.442 -1.921 0.23
H 4.550 1.547 -0.706 0.60
H 6.088 -1.608 0.436 0.38
H 6.349 0.033 -0.106 0.45
H 5.833 -1.189 -1.250 0.40
O -2.680 -0.256 2.071 -0.79
S -2.073 0.611 3.149 1.12
C -3.102 0.209 4.662 -1.02
C -2.188 -0.514 5.650 -0.60
C -1.166 -1.315 4.812 -0.63
C -0.610 -0.322 3.799 -0.21
H -3.886 -0.430 4.259 0.32
H -3.509 1.152 5.015 0.39
H -2.774 -1.140 6.331 0.38
H -1.668 0.202 6.301 0.29
H -1.629 -2.171 4.314 0.26
H -0.371 -1.762 5.416 0.44
H -0.098 -0.752 2.937 -0.55
H 0.037 0.415 4.275 0.38
C 1.571 -1.515 -5.356 -0.86
C 2.158 -1.436 -4.076 -0.64
C 1.451 -0.908 -3.004 0.72
C 0.112 -0.464 -3.130 0.05
C -0.675 -0.001 -2.025 -0.24
C -2.000 0.202 -2.288 0.59
C -2.580 0.176 -3.573 -0.35
C -1.816 -0.164 -4.663 -1.44
C -0.472 -0.546 -4.470 1.27
C 0.284 -1.064 -5.558 -0.76
H 2.137 -1.930 -6.183 0.36
H 3.169 -1.809 -3.912 0.52
H 1.937 -0.809 -2.047 0.37
H -2.681 0.368 -1.461 -0.20
H -3.631 0.417 -3.679 0.47
H -2.212 -0.171 -5.670 0.32
H -0.199 -1.099 -6.534 0.35
```

Results
Net charge: -1
HOMO (spin up / spin down), eV: -4.471 / -4.591
Spin multiplicity: 2
M, g mol⁻¹: 884.40
Relative energy (zero: lowest compared OMol25 entry of this formula, charge and spin), kJ/mol: 0.0